Entry 1:
{"formula": "C41H49N7O3PS5Sc", "method": "ωB97M-V/def2-TZVPD", "species": ["Sc", "S", "S", "S", "S", "N", "C", "C", "C", "C", "C", "C", "C", "C", "N", "C", "H", "H", "H", "H", "H", "H", "H", "H", "C", "N", "C", "N", "O", "H", "H", "H", "H", "H", "H", "N", "C", "O", "C", "C", "N", "C", "N", "H", "H", "C", "C", "C", "C", "P", "C", "C", "C", "C", "C", "C", "C", "C", "C", "C", "H", "H", "H", "H", "H", "H", "H", "H", "H", "H", "H", "H", "H", "H", "H", "H", "H", "H", "H", "H", "H", "H", "H", "O", "S", "C", "C", "C", "C", "C", "C", "C", "C", "C", "C", "C", "C", "H", "H", "H", "H", "H", "H", "H", "H", "H", "H"], "positions_angstrom": [[0.026131, -0.041658, 0.619958], [-1.358444, 1.617983, 2.002151], [-0.670217, 2.126779, 3.888467], [0.575864, 3.849135, 3.632410], [2.385465, 3.208944, 2.835831], [1.386782, 0.382451, 2.281369], [2.576924, -0.439265, 2.427719], [3.088245, -0.891855, 3.643344], [4.206963, -1.706133, 3.633837], [4.775267, -2.095419, 2.484237], [4.354476, -1.585337, 1.218989], [4.999552, -1.827259, -0.073129], [4.404487, -1.344176, -1.193988], [3.136035, -0.671725, -1.083163], [2.577051, -0.400591, 0.055614], [3.200986, -0.824815, 1.215252], [1.661729, 1.429927, 2.366600], [0.833171, 0.255097, 3.124419], [2.619507, -0.452437, 4.516499], [4.639870, -2.093690, 4.551202], [5.689105, -2.721609, 2.593244], [5.976608, -2.302084, -0.134797], [4.856643, -1.500799, -2.165521], [2.623223, -0.280110, -1.949567], [-4.640525, 2.303223, -0.700425], [-3.441286, 1.612614, -0.137194], [-3.156385, 0.331089, -0.454918], [-4.008706, -0.406082, -1.181822], [-2.052681, -0.187229, -0.096382], [-4.538455, 3.369290, -0.375409], [-5.526725, 1.895692, -0.317331], [-4.617114, 2.253912, -1.807277], [-2.918949, 1.942881, 0.696846], [-4.854590, -0.047180, -1.544656], [-3.542128, -1.226257, -1.573059], [1.704152, -3.475791, -0.687358], [0.582991, -2.843138, -1.109240], [0.283369, -1.665174, -0.685511], [-0.299853, -3.567407, -1.939508], [-1.411009, -2.914857, -2.537385], [-2.340004, -2.411431, -2.956232], [0.138653, -4.821848, -2.469288], [0.675104, -5.774790, -2.850128], [2.332208, -2.784160, -0.328428], [2.036526, -4.354859, -1.044457], [0.199167, 4.324869, 0.029790], [-0.008981, 3.926123, -1.415283], [0.722572, 4.925500, -2.262368], [-1.507727, 3.949187, -1.639598], [0.674593, 2.080966, -1.638491], [2.367422, 2.459459, -1.875536], [3.051920, 2.655153, -0.674691], [4.382052, 2.871031, -0.564820], [5.140787, 2.854070, -1.700957], [4.511519, 2.645333, -2.907003], [3.153320, 2.456044, -3.011687], [0.043738, 1.510855, -3.349617], [0.172994, 2.552179, -4.533357], [-1.399391, 1.047250, -3.336166], [0.852028, 0.289699, -3.716997], [-0.033689, 5.405632, 0.061170], [1.231694, 4.208199, 0.358459], [-0.449779, 3.746680, 0.745279], [0.470693, 5.951449, -1.955500], [0.351473, 4.817623, -3.288882], [1.789851, 4.748164, -2.174289], [-2.019988, 4.785298, -1.213993], [-1.911657, 3.048531, -1.130010], [-1.801959, 3.971347, -2.725751], [2.478815, 2.768568, 0.293162], [4.843640, 3.170345, 0.385495], [6.237910, 3.084046, -1.716394], [5.097721, 2.614953, -3.853027], [2.736289, 2.298975, -3.995161], [-0.636031, 3.287897, -4.460374], [0.095789, 2.049065, -5.518062], [0.973157, 3.180648, -4.434270], [-2.191311, 1.765348, -3.095996], [-1.472695, 0.229675, -2.598709], [-1.540269, 0.607320, -4.282276], [1.966599, 0.456319, -3.760621], [0.480483, -0.066314, -4.686210], [0.709376, -0.415119, -2.988125], [-0.438004, -1.547917, 1.962022], [-1.101581, -2.962344, 1.836282], [-1.428660, -3.259870, 3.541033], [-1.578385, -2.256347, 4.543312], [-1.822590, -2.739703, 5.811179], [-1.909259, -4.075153, 6.184666], [-1.766080, -5.011417, 5.121818], [-1.529037, -4.613548, 3.830262], [-2.876846, -2.724043, 1.423641], [-3.411467, -3.714318, 0.587313], [-4.770264, -3.672786, 0.334370], [-5.586468, -2.742382, 0.995996], [-5.040599, -1.737044, 1.787017], [-3.646566, -1.703426, 1.995638], [-1.466552, -1.193336, 4.443742], [-1.911815, -1.958211, 6.585185], [-1.933334, -4.394242, 7.213392], [-1.610045, -6.036004, 5.380137], [-1.458974, -5.260617, 3.009212], [-2.784726, -4.449378, 0.140058], [-5.190281, -4.407456, -0.353307], [-6.653348, -2.687609, 0.797403], [-5.647471, -1.037815, 2.352628], [-3.169829, -0.997295, 2.716043]], "atomic_forces_ev_per_a": [[-0.25, 0.03, -0.71], [0.11, -0.04, 0.48], [0.61, 0.87, -0.26], [-0.19, -0.95, -0.02], [-0.31, 0.31, 0.33], [1.17, -0.37, 0.84], [-0.32, -0.23, 0.28], [-1.44, 1.83, -1.26], [-0.14, -0.52, 1.30], [2.21, -0.49, -1.43], [1.15, -1.19, -0.46], [-0.42, 0.44, 1.20], [-0.60, 0.10, -0.03], [0.93, 0.21, -0.01], [0.00, -0.07, 0.62], [-1.07, 0.82, -0.30], [0.14, -0.42, -0.22], [-0.18, 0.11, 0.13], [0.18, -0.43, 0.28], [-0.21, 0.21, 0.05], [-0.76, 0.44, -0.56], [-0.27, -0.12, 0.17], [-0.10, 0.13, 0.01], [0.09, -0.26, -0.18], [2.71, 1.07, 0.18], [-1.03, -0.56, -0.56], [0.80, 0.64, 0.34], [1.43, -0.58, 0.33], [-0.21, 0.22, -0.32], [-0.30, -0.89, -0.43], [-1.42, -0.54, 0.51], [0.00, 0.07, 0.59], [-0.48, 0.24, -0.54], [-0.57, 0.18, -0.36], [-0.61, 0.09, -0.28], [-0.16, 1.35, 0.54], [-1.35, -0.37, -0.05], [0.52, -1.00, -0.57], [-0.04, -0.08, -0.80], [1.80, -1.22, 1.41], [-1.88, 1.10, -0.86], [0.40, 0.28, 0.00], [-0.40, 0.18, 0.22], [0.74, -0.43, 0.41], [-0.12, 0.09, -0.25], [-0.29, -0.15, 1.00], [-0.16, -0.66, 0.66], [-0.46, 0.06, -0.89], [-0.51, -1.51, -1.23], [-2.72, 1.01, -0.73], [1.76, -0.43, 0.63], [-2.25, 0.41, 2.07], [1.43, 0.81, 0.86], [1.88, 0.43, -0.89], [1.01, -0.17, -1.68], [-0.32, -0.13, -0.51], [0.47, 1.76, -0.76], [-2.51, -1.16, 0.76], [0.06, -0.45, 2.06], [1.60, 1.33, -1.66], [-0.06, -0.44, 0.40], [-0.09, 0.14, 0.10], [0.65, 0.71, -0.71], [0.15, -0.28, 0.09], [0.60, 0.21, 0.01], [0.15, 0.41, -0.29], [0.06, 0.87, 0.57], [-0.11, 0.52, -0.57], [0.31, -0.35, 0.91], [0.54, -0.53, -1.10], [-0.40, -0.41, -0.26], [-1.14, -0.38, 0.26], [-0.37, 0.13, 0.86], [0.00, 0.06, 0.03], [-0.34, -0.40, -0.16], [0.24, 0.24, 0.56], [2.57, 1.08, -0.20], [0.44, 0.12, -0.24], [-0.21, 0.15, -0.25], [-0.70, -0.52, -1.28], [-1.25, -0.05, -0.31], [0.30, -0.20, 0.19], [-0.51, -2.25, 1.71], [-0.64, -1.61, -0.23], [-0.62, 2.69, 0.36], [0.00, 0.47, 1.00], [0.27, -2.03, -0.92], [-0.32, 1.19, 1.71], [0.66, -0.56, -2.43], [0.46, 0.39, 1.95], [-0.42, 1.74, 0.67], [0.34, -0.14, -0.35], [-0.14, 1.40, 0.64], [-0.67, -0.12, 0.25], [0.10, 0.40, -0.76], [1.37, -0.31, 0.54], [0.06, -0.49, 0.66], [0.10, 0.20, -0.64], [0.04, -0.55, -0.26], [-0.27, 0.03, 0.05], [-0.47, -0.68, 0.03], [0.31, -1.29, -0.74], [0.42, -0.43, -0.33], [-0.05, 0.23, 0.24], [0.10, -0.36, 0.06], [-0.11, 0.00, -0.34], [-0.49, -0.42, -0.93]], "relative_energy_kcal_mol": 0.0, "spin_multiplicity": 1}

---

Entry 2:
{"formula": "C41H50BF4N2O4", "method": "ωB97M-V/def2-TZVPD", "species": ["C", "C", "O", "B", "O", "C", "C", "C", "N", "C", "C", "C", "C", "C", "C", "C", "C", "N", "C", "C", "O", "C", "C", "O", "H", "H", "H", "H", "H", "H", "H", "H", "H", "H", "H", "H", "H", "H", "H", "H", "H", "H", "H", "H", "H", "H", "H", "H", "H", "H", "H", "H", "H", "H", "F", "C", "C", "C", "C", "C", "C", "H", "H", "H", "H", "H", "F", "C", "C", "C", "C", "C", "C", "H", "H", "H", "H", "H", "F", "C", "C", "C", "C", "C", "C", "H", "H", "H", "H", "H", "F", "C", "C", "C", "C", "C", "C", "H", "H", "H", "H", "H"], "positions_angstrom": [[2.010119, -2.616405, 1.341356], [0.564307, -2.857879, 1.820486], [-0.436240, -2.404577, 0.870475], [-1.123554, -1.306266, 1.314519], [-2.218578, -1.422153, 2.129966], [-0.554121, 0.125927, 0.844254], [0.674843, 0.522553, 1.369085], [1.226485, 1.729770, 0.948859], [0.623443, 2.520681, 0.064321], [1.269815, 3.767265, -0.399913], [2.287752, 4.358896, 0.594132], [2.021066, 3.514849, -1.768531], [2.440345, 2.051678, -1.993968], [-0.584622, 2.170399, -0.440239], [-1.319241, 3.041958, -1.455435], [-2.524406, 3.774655, -0.810787], [-2.179357, 4.569616, 0.471039], [-2.722984, 3.920758, 1.686726], [-1.189728, 0.981369, -0.065719], [-2.523086, 0.519513, -0.608118], [-2.291482, -0.647485, -1.408240], [-3.491047, -1.141269, -1.941648], [-4.574393, -1.645778, -0.998742], [-3.603627, -1.149238, -3.141284], [2.601684, -2.236518, 2.189317], [2.102852, -1.883601, 0.530690], [2.492718, -3.542597, 1.039542], [0.430380, -3.941826, 1.912297], [0.396386, -2.365617, 2.790967], [-2.940466, -0.848230, 1.850371], [1.214360, -0.098253, 2.077898], [2.194089, 1.972221, 1.374348], [0.556339, 4.563138, -0.616190], [2.757626, 5.206023, 0.082820], [1.817378, 4.720845, 1.516748], [3.100861, 3.670575, 0.853454], [2.931269, 4.124555, -1.793759], [1.393422, 3.870373, -2.597487], [3.182069, 1.760940, -1.235840], [1.610666, 1.334727, -1.932946], [2.907500, 1.910719, -2.975527], [-0.655303, 3.721331, -1.992892], [-1.718286, 2.362061, -2.221076], [-2.936015, 4.439305, -1.581016], [-3.345290, 3.092786, -0.550089], [-2.521870, 5.611495, 0.402479], [-1.087836, 4.567473, 0.593788], [-2.816340, 4.644007, 2.393119], [-3.655615, 3.570370, 1.489523], [-3.021899, 1.250101, -1.251597], [-3.222294, 0.315290, 0.221762], [-5.177756, -2.429153, -1.459575], [-4.079902, -2.076032, -0.113420], [-5.220356, -0.817303, -0.684401], [3.621070, -4.617757, 2.430614], [3.778502, -5.959233, 2.327785], [4.254973, -6.489391, 1.145578], [4.418267, -7.863215, 1.040446], [4.094787, -8.685203, 2.111917], [3.612443, -8.134105, 3.291626], [3.456849, -6.759781, 3.404646], [4.493753, -5.832177, 0.318794], [4.797053, -8.291986, 0.122292], [4.219147, -9.756753, 2.026425], [3.356619, -8.774877, 4.125023], [3.090026, -6.310501, 4.318594], [2.933652, -7.876406, -2.131978], [2.134422, -6.797733, -2.218578], [0.954012, -6.773930, -1.500965], [0.134004, -5.657624, -1.587848], [0.498627, -4.588082, -2.395674], [1.686052, -4.630423, -3.113655], [2.514456, -5.740527, -3.022396], [0.684808, -7.620895, -0.883226], [-0.789744, -5.621971, -1.024971], [-0.144138, -3.719249, -2.463963], [1.968577, -3.798380, -3.745451], [3.448148, -5.789492, -3.567560], [-4.712864, 4.503761, -3.274103], [-4.238383, 4.595061, -4.537470], [-4.575657, 5.690318, -5.305973], [-4.082671, 5.782709, -6.599636], [-3.270610, 4.777321, -7.108788], [-2.945798, 3.680383, -6.323020], [-3.428048, 3.588827, -5.024779], [-5.216310, 6.459131, -4.893956], [-4.332936, 6.639142, -7.211240], [-2.891539, 4.849977, -8.119651], [-2.317325, 2.894503, -6.720816], [-3.179959, 2.743788, -4.393938], [1.853157, 4.280204, 4.107479], [1.379261, 3.432786, 5.049368], [0.592762, 2.369522, 4.655647], [0.112462, 1.493556, 5.619838], [0.411943, 1.702041, 6.959075], [1.199241, 2.782201, 7.335917], [1.692893, 3.652460, 6.374636], [0.380713, 2.213323, 3.605897], [-0.496753, 0.648214, 5.325608], [0.032126, 1.021150, 7.709392], [1.430092, 2.946967, 8.379784], [2.315755, 4.494299, 6.647356]], "atomic_forces_ev_per_a": [[0.07, 0.41, 0.33], [0.57, -0.45, -0.46], [0.17, 0.52, 0.79], [-0.08, -0.27, -0.78], [0.03, -0.18, -0.71], [-0.19, -0.12, 0.20], [-0.11, 0.76, -0.67], [0.45, -1.54, 1.17], [-0.82, 0.58, 0.07], [2.16, 0.80, -0.93], [-0.27, -0.09, 0.12], [-0.28, -0.56, -0.09], [0.14, 0.00, 0.12], [-0.91, 0.13, -1.02], [-0.22, -0.40, 0.30], [0.08, 0.67, 0.06], [0.08, -0.27, 0.11], [0.11, 0.13, -0.51], [0.19, -0.45, 0.55], [-0.17, 0.15, -0.36], [-0.70, -0.07, 0.62], [-0.38, -0.15, -1.81], [0.94, 0.03, 0.61], [0.18, -0.10, 1.27], [-0.07, -0.13, -0.26], [-0.31, -0.17, 0.11], [-0.24, 0.22, -0.23], [-0.20, 0.33, 0.31], [-0.04, -0.32, -0.13], [0.07, 0.27, 0.62], [0.02, 0.24, -0.11], [-0.24, 0.52, -0.37], [-0.34, -0.54, 0.45], [-0.20, -0.10, 0.22], [0.11, -0.17, -0.15], [-0.17, 0.14, -0.12], [-0.30, 0.00, 0.11], [0.12, -0.20, 0.16], [-0.14, -0.03, -0.19], [0.09, 0.23, -0.07], [-0.09, 0.17, 0.23], [-0.18, -0.01, 0.26], [0.26, 0.18, 0.09], [0.07, -0.12, 0.23], [0.31, -0.04, -0.21], [0.15, -0.21, -0.21], [-0.22, 0.34, 0.01], [-0.06, -0.31, 0.17], [-0.01, 0.18, 0.13], [0.18, 0.00, 0.27], [0.25, 0.01, -0.16], [0.16, 0.31, -0.20], [-0.29, 0.16, -0.11], [0.08, -0.17, -0.10], [0.19, -0.22, 0.22], [0.08, -0.45, -0.04], [0.04, 0.21, -0.21], [-0.06, -0.03, 0.15], [0.01, -0.07, -0.01], [0.05, 0.02, -0.16], [-0.12, 0.14, 0.23], [0.01, 0.01, 0.02], [-0.03, 0.04, -0.01], [0.00, 0.02, 0.01], [0.01, 0.03, 0.01], [0.01, 0.02, -0.02], [0.04, -0.03, 0.01], [-0.21, 0.28, -0.01], [-0.07, -0.18, 0.18], [0.15, 0.06, -0.11], [-0.08, 0.12, 0.02], [-0.08, -0.09, 0.14], [0.22, 0.01, -0.11], [0.04, -0.01, -0.01], [0.01, -0.03, -0.01], [0.01, -0.01, 0.01], [0.02, -0.03, 0.00], [-0.02, -0.05, 0.00], [-0.01, -0.02, 0.08], [0.14, 0.02, -0.41], [-0.16, 0.21, 0.13], [0.09, -0.17, 0.03], [0.02, 0.03, -0.07], [-0.04, 0.14, -0.01], [0.07, -0.16, 0.21], [0.01, -0.02, 0.02], [-0.03, -0.01, 0.03], [-0.01, -0.01, 0.02], [-0.01, 0.00, 0.03], [-0.07, -0.03, -0.03], [0.02, 0.00, -0.08], [-0.14, -0.21, 0.24], [0.05, -0.13, -0.21], [0.07, 0.09, 0.09], [-0.04, -0.06, 0.06], [-0.07, -0.10, -0.14], [0.15, 0.24, 0.07], [-0.08, 0.10, 0.02], [-0.01, 0.03, -0.01], [0.01, 0.02, -0.01], [0.02, 0.01, -0.02], [-0.02, 0.01, -0.03]], "total_charge": 1, "spin_multiplicity": 1}

---

Calculated DFT total energy, -5293.945456 -2426.938190 Eh (same order as the records).
Calculated M, 924.15 721.67 g/mol (same order as the records).
Calculated Kohn-Sham gap, 5.8 7.4 eV (same order as the records).